Molecular formula: ClHNO2S
Method: DFT, ωB97M-V with the def2-TZVPD basis set

Computed properties:
Strongest force on any atom (eV/A): 2.67
HOMO (eV): -4.5
HOMO-LUMO gap (Eh): 0.283
Total charge: -1
Relative energy (zero: lowest compared OMol25 entry of this formula, charge and spin) (kcal per mole): 45.2
2S+1: 1
LUMO level (eV): 3.2

The geometry in XYZ format:
```
6
Properties=species:S:1:pos:R:3:forces:R:3:lowdin_charge:R:1
N -0.616490 0.055802 0.239559 -2.05 -0.57 0.85 -0.420
O 1.612087 -1.158071 0.182606 0.14 -0.03 0.01 -0.541
O 1.310716 1.289784 0.084066 0.05 0.56 0.44 -0.536
S 1.036243 -0.019603 -0.525356 -0.10 -0.89 -0.94 0.523
Cl -2.340812 -1.173884 -0.102983 2.15 1.57 0.07 0.006
H -1.001746 1.005974 0.122110 -0.20 -0.63 -0.41 -0.031
```
Positions in Å, forces in eV/Å.